Below is a structure of composition C4H6HgMgO5 in a non-equilibrium geometry, with properties calculated with ωB97M-V with the def2-TZVPD basis set.

Output
- Highest occupied orbital energy (spin up / spin down): -0.4139 / -0.4941 Eh
- E_tot: -24087.045 eV

ORCA input file:
```
! RIJCOSX wB97M-V def2-TZVPD def2/J DEFGRID3
* xyz 1 2
C 3.47037 -1.21160 -0.18303
O 3.20962 -0.23498 0.53262
O 3.09475 -1.39610 -1.30381
Mg 1.83336 1.01878 -0.64789
O 5.42283 1.71453 3.62830
O 6.13733 -0.31858 1.09068
C 6.09979 -1.54359 1.56034
C 6.39508 -1.40383 3.05855
O 5.40354 -0.56336 3.62265
C 5.81306 0.64906 4.36004
Hg 4.82617 0.79372 2.06747
H 4.90281 -1.84393 0.34694
H 5.70755 -2.58132 1.53011
H 7.39823 -0.96915 3.20299
H 6.34618 -2.40010 3.52504
H 5.28289 0.57376 5.32711
H 6.90434 0.57266 4.52906
*
```